141
Properties=species:S:1:pos:R:3 method="wB97M-V/def2-TZVPD" gap_ev=8.278 homo_ev=-11.34 total_charge=+1 lumo_ev=-3.1 relative_energy_kcal_mol=0.0 mol_weight_g_mol=945.2
C -0.8865 7.0804 3.4890
C -0.5318 6.5211 2.1010
O -1.2523 5.3389 1.7792
C -0.4617 4.1817 1.6395
C 0.0867 3.6420 2.9701
N -0.4848 2.3530 3.4340
C 0.2298 1.3820 4.1300
C 1.6714 1.4254 4.5529
F 1.8089 1.0144 5.8124
F 2.2127 2.6448 4.4770
F 2.4173 0.6138 3.7860
C -0.5998 0.3341 4.3807
S -0.3350 -1.1899 5.1696
N -1.8314 0.7035 3.8646
C -3.0087 -0.1704 3.9756
N -2.7339 -1.3430 3.1907
C -2.3777 -1.0165 1.7902
C -1.7471 1.9289 3.3203
C -2.9074 2.6521 2.7290
C -3.3378 3.8562 3.6175
C -3.3138 3.5822 5.0810
F -4.0837 2.5431 5.5106
C -2.6540 4.3884 5.9593
F -1.3347 4.4446 6.0106
F -3.1745 5.2527 6.7989
H -1.5258 7.9584 3.4232
H -1.3355 6.3106 4.1149
H 0.0269 7.4099 3.9896
H -0.7488 7.2909 1.3575
H 0.5500 6.3622 2.0520
H -1.0125 3.4327 1.0794
H 0.4063 4.4436 1.0259
H 1.1443 3.4639 2.8238
H 0.0015 4.3592 3.7863
H 0.9805 -1.2356 4.9381
H -3.1261 -0.4370 5.0297
H -3.9262 0.3511 3.6921
H -3.4843 -2.0155 3.2437
H -3.0173 -1.5638 1.1018
H -2.4479 0.0513 1.5991
H -1.3724 -1.3752 1.5877
H -2.7638 2.9286 1.6886
H -3.7432 1.9561 2.7315
H -2.7820 4.7560 3.3676
H -4.4000 4.0203 3.3954
C -4.3032 0.2185 -3.7679
C -4.5587 -1.2772 -3.6327
C -4.4572 -1.7702 -2.1838
C -3.1224 -1.5331 -1.6311
N -2.0670 -1.3319 -1.2242
H -3.2914 0.4804 -3.4541
H -4.4151 0.5296 -4.8059
H -5.0084 0.7958 -3.1651
H -3.8483 -1.8254 -4.2525
H -5.5540 -1.5108 -4.0122
H -4.6617 -2.8403 -2.1302
H -5.1868 -1.2564 -1.5538
C 3.5043 -0.9101 -1.4112
C 3.3291 -1.7748 -0.1707
C 1.8759 -2.2110 0.0477
C 0.9955 -1.0579 0.2239
N 0.2940 -0.1574 0.3434
H 2.9443 0.0238 -1.3328
H 4.5535 -0.6530 -1.5441
H 3.1646 -1.4352 -2.3074
H 3.6829 -1.2274 0.7023
H 3.9467 -2.6665 -0.2613
H 1.7989 -2.8407 0.9354
H 1.5127 -2.7902 -0.8023
C 5.0567 -4.9630 -4.4538
C 3.5729 -5.3022 -4.5538
C 2.7108 -4.5048 -3.5682
C 3.1020 -4.7748 -2.1848
N 3.4416 -4.9786 -1.1072
H 5.4656 -5.2120 -3.4744
H 5.6282 -5.5252 -5.1928
H 5.2285 -3.8994 -4.6333
H 3.4356 -6.3713 -4.3798
H 3.2193 -5.0886 -5.5638
H 1.6566 -4.7612 -3.6812
H 2.8169 -3.4345 -3.7546
C 6.8185 2.9564 2.8075
C 5.8788 2.0324 3.5726
C 6.1749 0.5476 3.3301
C 6.0292 0.1976 1.9169
N 5.9059 -0.0606 0.8052
H 6.7173 2.8214 1.7299
H 6.5961 3.9995 3.0304
H 7.8591 2.7702 3.0779
H 4.8457 2.2443 3.2881
H 5.9629 2.2299 4.6427
H 5.4926 -0.0786 3.9067
H 7.1932 0.3062 3.6401
C 5.3123 -4.0919 -9.9287
C 5.1141 -4.9777 -8.7050
C 3.6572 -5.4264 -8.5231
C 2.7812 -4.2677 -8.3464
N 2.1042 -3.3528 -8.1976
H 4.7415 -3.1662 -9.8455
H 6.3622 -3.8218 -10.0385
H 4.9997 -4.6043 -10.8404
H 5.4411 -4.4431 -7.8108
H 5.7404 -5.8669 -8.7931
H 3.5685 -6.0699 -7.6471
H 3.3234 -5.9943 -9.3929
C -8.5794 4.3339 6.1738
C -7.0908 4.6280 6.3115
C -6.7109 6.0550 5.8996
C -7.0288 6.2958 4.4919
N -7.2553 6.4828 3.3824
H -8.9082 4.4232 5.1375
H -8.7999 3.3187 6.5021
H -9.1731 5.0196 6.7800
H -6.5227 3.9198 5.7027
H -6.7895 4.4717 7.3489
H -5.6408 6.2208 6.0335
H -7.2403 6.7869 6.5114
C 8.7401 -2.6093 0.2063
C 8.1968 -3.7933 0.9961
C 8.5995 -5.1452 0.3943
C 8.0864 -5.2899 -0.9691
N 7.6760 -5.3808 -2.0367
H 8.3433 -2.5996 -0.8094
H 8.4500 -1.6704 0.6773
H 9.8300 -2.6371 0.1476
H 7.1076 -3.7317 1.0409
H 8.5623 -3.7466 2.0238
H 8.2043 -5.9660 0.9937
H 9.6860 -5.2437 0.3665
C -8.5401 0.3838 -5.3399
C -9.4187 -0.5812 -6.1268
C -9.0739 -2.0509 -5.8579
C -7.6926 -2.3505 -6.2362
N -6.6127 -2.5750 -6.5535
H -7.4905 0.2837 -5.6218
H -8.8344 1.4149 -5.5329
H -8.6248 0.2056 -4.2654
H -9.3206 -0.3764 -7.1939
H -10.4654 -0.4187 -5.8656
H -9.7317 -2.7108 -6.4241
H -9.1987 -2.2832 -4.7985